Formula: C33H63CoN16P
Source: the OMol25 dataset
Level of theory: ωB97M-V/def2-TZVPD

LUMO energy (spin up / spin down)	-4.53 / -4.16	eV
total charge	+2
spin multiplicity	2
HOMO-LUMO gap (spin up / spin down)	7.79 / 8.16	eV

Cartesian coordinates (Å):
Co 0.66 0.05 0.21
P -0.37 -0.35 -3.12
N -0.14 -3.13 -2.67
N 1.52 0.79 -1.44
N -3.93 -2.07 2.76
N -1.85 -1.70 1.63
N -3.70 -2.35 0.46
N -1.26 4.62 1.33
N 2.62 -1.00 0.73
N -0.42 3.93 -0.75
N 4.39 -2.52 0.30
N -2.72 0.78 -2.08
N 0.28 -1.89 -0.89
N -1.16 0.48 -0.56
N 0.13 2.69 1.11
N 4.29 -0.41 -0.77
N 1.95 1.18 -3.56
N 0.72 0.07 2.46
C -1.50 4.58 -1.46
C -1.45 0.37 -1.85
C -2.18 4.26 2.39
C 2.93 1.80 -2.83
C 5.15 0.62 -0.19
C -3.43 0.84 -3.35
C -4.04 -0.96 3.69
C -4.73 -3.24 3.07
C 4.71 -0.89 -2.08
C -2.28 0.94 0.06
C 1.21 1.44 2.86
C 5.85 -2.52 0.43
C 0.34 2.63 2.55
C -0.47 -3.55 -4.04
C 1.83 1.19 -5.02
C 0.32 -3.22 -0.54
C -3.10 -2.03 1.65
C -1.16 6.05 1.06
C -1.09 -1.64 2.86
C -2.92 -2.78 -0.68
C 2.27 -1.78 1.92
C 3.72 -1.34 0.12
C -0.49 3.72 0.62
C 0.89 4.10 -1.37
C -0.57 -0.23 3.14
C 0.07 -4.00 -1.63
C -5.14 -2.28 0.24
C -3.26 1.14 -0.87
C 2.66 1.55 -1.52
C -0.02 -1.87 -2.18
C 1.10 0.59 -2.68
C 1.76 -0.85 2.98
C 3.73 -3.82 0.35
H -5.62 -1.75 1.05
H 1.65 3.69 -0.71
H -3.79 -1.26 4.71
H -1.31 0.48 2.79
H 0.45 -3.54 0.48
H 1.37 -1.42 3.83
H 6.16 -3.53 0.70
H 2.11 0.23 -5.44
H 5.15 1.50 -0.84
H 2.59 -0.25 3.35
H 0.84 3.52 2.93
H -1.87 -2.85 -0.39
H 6.18 -1.85 1.22
H -1.32 -4.23 -4.02
H 1.10 5.16 -1.55
H -5.59 -3.27 0.15
H 2.18 1.57 2.37
H -1.65 -1.98 3.73
H -1.58 4.14 -2.46
H -0.40 6.23 0.30
H -0.86 6.58 1.96
H 4.26 -4.51 -0.31
H 3.13 -2.30 2.33
H -2.11 6.47 0.72
H 4.02 -1.65 -2.44
H -5.33 -1.74 -0.69
H 6.37 -2.26 -0.49
H 3.73 -4.26 1.35
H -2.44 3.21 2.33
H -3.28 -3.76 -1.04
H 5.72 -1.30 -2.11
H -2.86 0.33 -4.12
H -4.40 0.36 -3.25
H -3.37 -0.16 3.39
H -2.33 1.08 1.12
H -3.10 4.83 2.26
H -4.27 1.49 -0.77
H -0.58 2.54 3.12
H 0.82 1.44 -5.31
H -4.45 -3.65 4.05
H -2.45 4.42 -0.94
H -3.58 1.88 -3.65
H 1.51 -2.52 1.69
H 3.17 1.89 -0.63
H -0.45 -0.09 4.22
H -0.74 -2.67 -4.63
H 4.69 -0.05 -2.78
H -5.06 -0.57 3.70
H -0.24 -2.33 2.77
H 4.77 0.91 0.79
H -1.80 4.48 3.39
H -4.56 -4.01 2.32
H 0.38 -4.04 -4.50
H 3.72 2.37 -3.30
H 2.72 -3.73 0.00
H 0.93 3.57 -2.33
H 6.19 0.29 -0.09
H -5.80 -3.01 3.09
H 2.51 1.95 -5.40
H -1.35 5.66 -1.60
H 0.01 -5.07 -1.75
H 1.38 1.43 3.94
H -3.02 -2.07 -1.51

Mulliken atomic charge list, values in e, 2 entries: 1.078, -1.008